Entry 1:
ORCA calculation (ωB97M-V with the def2-TZVPD basis set) on C4H6O2 in the gas phase.

Results
**Energy above the lowest of the compared OMol25 structures with the same formula, charge and spin**: 34.6 kcal per mole
**HOMO**: -10.58 eV

Geometry as XYZ:
```
12
Properties=species:S:1:pos:R:3:mulliken_charge:R:1
H 0.143 0.712 -1.466 0.247
H 1.043 -0.877 -1.617 0.250
H 0.236 -1.466 0.753 0.383
C 0.693 -0.081 -0.967 -0.478
H 2.454 -0.215 0.416 0.248
C -2.013 0.169 0.392 0.158
O -0.799 0.374 0.946 -0.311
C 1.518 0.303 0.233 -0.574
C 0.236 -0.430 0.417 -0.051
H -2.186 -0.875 0.077 0.354
O -2.825 1.040 0.283 -0.461
H 1.499 1.346 0.532 0.235
```

Entry 2:
ORCA calculation (ωB97M-V with the def2-TZVPD basis set) on C20H23Cl3N5SSiTi as an isolated structure.

Results
**Multiplicity**: 2
**Charge**: +2
**HOMO (spin up / spin down)**: -14.37 / -14.54 eV

Geometry as XYZ:
```
54
Properties=species:S:1:pos:R:3:mulliken_charge:R:1
C 2.474 0.866 0.304 -0.175
N -3.691 0.979 1.330 0.025
C -2.536 1.326 1.883 0.327
N 1.841 -0.286 0.049 0.842
H 4.198 1.794 1.191 0.429
C 1.636 4.268 -1.099 -0.691
C -0.983 2.100 -2.751 -1.317
C 2.271 3.314 -0.310 -0.687
H -3.704 0.931 0.325 0.292
H 0.330 -4.961 -3.065 0.484
C 0.735 -4.304 -2.307 -0.735
C 3.649 -1.537 0.910 -1.003
H -0.632 1.897 -3.764 0.341
N -2.480 1.531 3.186 -0.123
H 4.143 -2.483 1.074 0.414
H 5.186 -0.378 1.854 0.480
C 1.686 -4.754 -1.420 -0.676
C 4.244 -0.351 1.323 -0.749
C 1.783 -2.559 -0.512 1.242
N 0.764 1.655 -1.129 0.169
S -1.162 1.643 0.852 -0.343
C -0.703 -2.482 -3.247 -1.710
H -3.327 1.390 3.716 0.275
Cl -0.952 -4.010 0.912 -0.192
C 1.823 2.016 -0.363 1.168
C 0.586 3.888 -1.909 -0.730
H 3.105 3.585 0.322 0.441
H 2.026 -5.780 -1.449 0.479
H 0.087 4.606 -2.546 0.493
H -1.703 -2.866 -3.048 0.301
C 2.238 -3.855 -0.515 -0.774
H -0.737 -1.393 -3.261 0.226
H 1.969 5.297 -1.084 0.486
C 2.441 -1.464 0.240 -0.234
C -1.273 1.808 3.958 -0.951
Cl -2.329 -1.299 -0.706 -0.400
C -4.935 0.775 2.058 -1.123
Si -1.082 -2.000 1.236 0.524
H -1.439 1.186 -2.359 0.111
C 3.681 0.870 0.975 -0.935
H -5.302 1.709 2.488 0.380
C 0.154 2.567 -1.894 0.808
H -0.617 2.470 3.400 0.348
H -0.744 0.884 4.191 0.279
H -5.680 0.396 1.365 0.357
H -0.414 -2.821 -4.242 0.540
C 0.288 -2.985 -2.241 1.034
H -1.766 2.854 -2.810 0.442
Ti -0.214 -0.256 -0.483 0.344
Cl -2.367 -1.810 2.810 -0.199
H 3.029 -4.161 0.155 0.432
H -1.566 2.297 4.882 0.360
N 0.772 -2.139 -1.321 0.519
H -4.802 0.031 2.846 0.353
```

Entry 3:
ORCA calculation (ωB97M-V with the def2-TZVPD basis set) on C28H35CeO5SSb as an isolated structure in a non-equilibrium geometry.

Results
**Multiplicity**: 2
**Charge**: +3
**HOMO (spin up / spin down)**: -16.13 / -16.13 eV

Geometry as XYZ:
```
71
Properties=species:S:1:pos:R:3:mulliken_charge:R:1
H -2.041 1.879 -2.380 0.297
O -1.809 -0.535 -0.988 -0.091
H -2.899 2.631 -1.029 0.457
H 7.408 3.031 4.556 0.423
O 0.412 -1.788 1.180 -0.119
C 4.614 4.702 -3.054 -0.754
O -0.933 1.979 -0.682 -0.297
C 4.829 5.929 -2.437 -0.496
H -3.289 0.472 0.044 0.227
H 7.218 2.689 2.126 0.464
C 5.254 4.827 -0.340 -0.433
H 0.170 3.096 0.597 0.320
C -0.019 -1.491 2.530 -0.827
H 6.928 -3.021 -0.035 0.429
C 4.192 1.965 4.428 -0.488
H -0.815 -3.125 -2.860 0.476
H 1.770 -3.147 -0.623 0.330
C 6.938 -2.060 -0.532 -0.630
C 0.686 -3.159 -0.740 -0.740
H -1.080 2.554 2.651 0.520
C 5.150 5.991 -1.089 -0.623
H 4.378 4.654 -4.109 0.420
C 7.719 -0.642 -2.319 -0.647
C 4.709 3.530 -2.321 -0.524
C 6.474 2.682 4.137 -0.683
H 0.400 -4.077 -1.251 0.459
C 6.279 0.232 -0.631 0.693
H 8.218 -2.716 -2.121 0.421
H 5.480 2.569 6.030 0.416
S 2.939 0.938 -0.511 -0.318
C -2.227 1.820 -1.308 -0.587
C 4.066 1.774 3.060 -0.381
H -2.802 -1.512 -2.553 0.555
H 5.677 -1.123 0.936 0.416
H 5.327 6.948 -0.617 0.418
C 5.157 2.043 2.247 0.624
H -2.308 1.667 1.725 0.341
H -1.226 -0.032 3.541 0.483
H -1.508 3.653 0.441 0.505
H 3.135 1.421 2.631 0.230
C 6.232 -0.999 0.012 -0.667
C -2.846 0.469 -0.952 -0.499
Sb 5.051 1.791 0.135 1.576
H -0.485 -2.363 2.989 0.473
C 5.390 2.420 4.963 -0.594
H 4.753 6.840 -3.015 0.424
H -3.636 0.242 -1.668 0.534
O 0.370 -2.002 -1.548 -0.273
C 7.672 -1.883 -1.699 -0.548
Ce 0.539 0.083 -0.297 0.840
C -1.258 1.959 1.755 -0.388
C 5.026 3.611 -0.970 0.588
H 3.354 1.759 5.082 0.404
C -1.015 -0.338 2.516 -0.412
H -1.048 -3.164 0.601 0.287
C 0.039 -3.078 0.638 -0.374
C 6.365 2.493 2.766 -0.568
H -0.522 -1.431 -3.275 0.273
H 7.070 1.404 -2.262 0.466
H 8.310 -0.504 -3.215 0.429
C -0.871 2.772 0.523 -0.849
H 0.871 -1.218 3.096 0.341
C -2.058 -1.718 -1.785 -0.485
C -0.747 -2.115 -2.457 -0.667
H -1.945 -0.641 2.025 0.273
H 4.549 2.570 -2.798 0.461
H 5.515 4.879 0.710 0.413
H -2.437 -2.505 -1.132 0.237
H 0.444 -3.877 1.260 0.512
C 7.020 0.432 -1.786 -0.433
O -0.431 0.766 1.780 -0.060
```

Entry 4:
ORCA calculation (ωB97M-V with the def2-TZVPD basis set) on C5H7N3O in the gas phase in a non-equilibrium geometry.

Results
**Energy above the lowest of the compared OMol25 structures with the same formula, charge and spin**: 34.9 kcal per mole
**HOMO**: -9.80 eV

Geometry as XYZ:
```
16
Properties=species:S:1:pos:R:3:mulliken_charge:R:1
N 0.275 -2.327 -0.726 -0.320
N 1.243 -0.350 0.381 -0.669
C -0.514 0.487 -1.121 -0.106
H -1.993 0.584 1.326 0.358
C 1.186 -1.568 -0.045 0.035
N 0.481 2.945 0.998 -0.483
C 0.003 0.412 0.283 1.363
C 0.332 1.813 0.720 -0.272
H 1.980 -2.210 0.333 0.332
H 0.568 -3.216 -1.130 0.243
O -1.409 -0.203 -1.545 -0.515
H -0.081 1.290 -1.737 0.400
C -1.104 -0.078 1.304 -1.250
H -0.576 -1.954 -1.131 0.190
H -1.406 -1.135 1.010 0.269
H -0.634 -0.011 2.274 0.425
```

Entry 5:
ORCA calculation (ωB97M-V with the def2-TZVPD basis set) on a 2-piece molecular cluster, C5H14 overall in a non-equilibrium geometry.

Results
**Energy above the lowest of the compared OMol25 structures with the same formula, charge and spin**: 8.1 kcal per mole
**HOMO**: -11.42 eV

Geometry as XYZ:
```
19
Properties=species:S:1:pos:R:3:mulliken_charge:R:1
H -0.572 -1.080 2.884 0.279
H 0.257 1.572 1.724 0.302
H 0.919 1.126 -2.338 0.263
H 1.535 -1.776 -3.259 0.329
C 0.842 0.334 -3.070 -0.808
H -0.245 1.407 3.364 0.329
H 0.437 -1.506 -1.945 0.221
H 0.013 -0.795 1.233 0.172
H 2.124 -0.939 -1.895 0.261
H 1.274 0.606 2.787 0.332
H -2.642 0.218 2.390 0.323
H -2.319 -0.634 0.874 0.304
C -1.932 0.112 1.565 -1.097
C 1.237 -1.031 -2.515 -0.814
C 0.242 0.863 2.557 -1.190
H -0.131 0.247 -3.559 0.262
C -0.557 -0.373 2.061 -0.072
H 1.429 0.547 -3.973 0.286
H -1.912 1.102 1.115 0.319
```

| no. | energy (Eh) |
| --- | --- |
| 1 | -306.4512 |
| 2 | -3967.2091 |
| 3 | -2576.8115 |
| 4 | -434.1887 |
| 5 | -198.8763 |